(1)
72
Properties=species:S:1:pos:R:3:mulliken_charge:R:1 method="wB97M-V/def2-TZVPD" charge=+4 lumo_energy_ev=-13.6910 de_lowest_kj_mol=0.00 homo_energy_ev=-18.28 total_energy_ev=-80572.723
Pb -1.244 1.402 0.847 1.04
Cl -0.679 -1.173 -1.567 -0.07
C 0.474 -2.329 -2.200 0.51
C -0.042 -3.459 -2.796 -0.57
C 0.820 -4.420 -3.323 -0.53
C 2.198 -4.268 -3.249 -0.88
C 2.733 -3.148 -2.644 -0.45
C 1.868 -2.149 -2.148 0.37
P 2.683 -0.693 -1.634 0.73
C 2.789 0.584 -2.744 1.05
C 2.173 0.462 -4.026 -0.49
C 2.428 1.419 -4.972 -0.76
C 3.224 2.528 -4.647 -0.37
C 3.796 2.682 -3.376 -0.77
C 3.564 1.737 -2.411 -0.60
C 4.064 -0.976 -0.657 0.57
C 5.356 -0.591 -1.118 -0.29
C 6.458 -0.987 -0.398 -0.79
C 6.300 -1.695 0.796 -0.38
C 5.032 -2.051 1.271 -0.67
C 3.914 -1.698 0.557 -0.49
H -1.113 -3.599 -2.853 0.52
H 0.401 -5.301 -3.793 0.45
H 2.857 -5.015 -3.671 0.47
H 3.806 -3.020 -2.588 0.49
H 1.559 -0.397 -4.264 0.47
H 2.017 1.321 -5.967 0.46
H 3.380 3.299 -5.392 0.46
H 4.403 3.550 -3.158 0.48
H 3.973 1.856 -1.415 0.61
H 5.480 -0.069 -2.056 0.51
H 7.449 -0.756 -0.767 0.47
H 7.178 -1.968 1.370 0.45
H 4.937 -2.586 2.205 0.45
H 2.926 -1.945 0.929 0.55
C -1.078 -3.430 3.455 -0.81
N -2.118 -2.950 2.537 0.15
C -3.077 -3.759 1.949 -0.55
C -3.874 -2.966 1.223 -0.57
N -3.404 -1.654 1.371 0.40
C -2.302 -1.678 2.171 0.25
S -1.251 -0.426 2.723 -0.38
C -4.155 -0.554 0.846 0.22
C -5.534 -0.675 0.811 -0.59
C -6.273 0.284 0.134 -0.63
C -5.609 1.337 -0.477 -0.67
C -4.246 1.430 -0.299 -0.47
N -3.517 0.510 0.359 0.06
H -1.370 -4.413 3.813 0.34
H -0.991 -2.755 4.301 0.37
H -0.124 -3.504 2.938 0.28
H -3.107 -4.824 2.103 0.49
H -4.720 -3.212 0.606 0.60
H -6.026 -1.494 1.316 0.65
H -7.351 0.200 0.084 0.49
H -6.135 2.078 -1.062 0.48
H -3.699 2.278 -0.700 0.48
O 0.524 2.604 2.350 -0.45
C 0.157 3.994 2.297 -0.81
C -1.314 4.195 2.566 1.01
C -1.765 5.335 3.202 -0.96
C -3.125 5.493 3.431 -0.30
C -3.995 4.492 3.027 -1.03
C -3.477 3.393 2.376 0.15
N -2.163 3.243 2.136 0.02
H 0.535 2.337 3.280 0.31
H 0.408 4.341 1.293 0.26
H 0.754 4.570 3.001 0.47
H -1.060 6.088 3.526 0.43
H -3.496 6.381 3.925 0.46
H -5.057 4.560 3.212 0.46
H -4.128 2.601 2.030 0.45

---

(2)
74
Properties=species:S:1:pos:R:3:mulliken_charge:R:1 method="wB97M-V/def2-TZVPD" charge=-2 lumo_energy_ev=3.5693 de_lowest_kj_mol=69.49 homo_energy_ev=-1.78 total_energy_ev=-66111.326
Cs 0.096 -0.203 -0.345 0.87
N 3.421 3.697 -0.802 -0.39
C 2.208 4.041 -0.226 0.24
S 1.284 5.199 -1.036 -0.56
N 1.997 3.567 0.969 -0.71
N 0.905 3.121 1.504 0.21
C 0.725 3.221 2.784 -0.78
C -0.331 2.549 3.466 1.08
C -0.508 2.748 4.855 -0.80
C -1.482 2.050 5.528 -0.23
C -2.277 1.158 4.816 -0.70
C -2.058 1.048 3.448 -0.31
N -1.132 1.708 2.791 -0.19
H 3.765 4.361 -1.480 0.20
H 4.110 3.302 -0.181 0.21
H 1.399 3.822 3.410 0.26
H 0.125 3.451 5.380 0.30
H -1.630 2.183 6.596 0.40
H -3.041 0.572 5.305 0.40
H -2.666 0.385 2.846 0.42
C 2.084 -0.982 -4.081 -0.99
N 2.299 -1.367 -2.714 -0.12
C 2.545 -2.601 -2.476 0.01
C 2.799 -3.182 -1.213 -0.08
C 3.138 -4.538 -1.011 -0.74
C 3.334 -4.692 0.350 -0.62
C 3.096 -3.427 0.902 -0.48
N 2.780 -2.522 -0.014 -0.35
C 3.280 -0.277 -4.667 0.68
C 3.646 -0.503 -5.988 -0.53
C 4.734 0.146 -6.545 -0.48
C 5.483 1.022 -5.780 -0.42
C 5.128 1.246 -4.459 -0.48
C 4.032 0.610 -3.907 -0.39
H 1.236 -0.282 -4.112 0.31
H 1.831 -1.847 -4.727 0.31
H 2.582 -3.326 -3.319 0.27
H 3.229 -5.293 -1.777 0.40
H 3.615 -5.594 0.876 0.40
H 3.160 -3.155 1.948 0.46
H 3.064 -1.190 -6.589 0.30
H 4.999 -0.040 -7.579 0.35
H 6.339 1.523 -6.214 0.34
H 5.709 1.924 -3.853 0.37
H 3.747 0.786 -2.881 0.53
I -4.537 0.277 0.057 0.07
C -4.872 0.072 -2.054 -0.27
C -5.987 0.666 -2.575 -0.66
C -6.268 0.505 -3.939 -0.39
C -5.466 -0.289 -4.708 -0.85
C -4.334 -0.927 -4.162 1.05
C -3.543 -1.802 -4.926 -0.74
C -2.434 -2.377 -4.361 -0.67
C -2.058 -2.073 -3.045 -0.63
C -2.781 -1.239 -2.194 -1.05
C -3.968 -0.708 -2.793 1.06
H -6.651 1.254 -1.955 0.33
H -7.130 1.004 -4.366 0.35
H -5.692 -0.446 -5.759 0.29
H -3.830 -2.005 -5.955 0.28
H -1.833 -3.065 -4.953 0.34
H -1.155 -2.549 -2.670 0.53
C 0.144 -3.104 5.909 -0.87
N -0.247 -2.971 4.536 0.21
C -0.820 -3.932 3.750 -0.13
C -1.072 -3.337 2.549 -0.77
N -0.673 -2.042 2.585 -0.08
C -0.184 -1.851 3.774 -0.56
H 0.105 -4.154 6.201 0.29
H -0.529 -2.532 6.554 0.30
H 1.162 -2.735 6.050 0.32
H -0.979 -4.930 4.106 0.38
H -1.515 -3.755 1.669 0.44
H 0.222 -0.926 4.133 0.48

---

(3)
73
Properties=species:S:1:pos:R:3:mulliken_charge:R:1 method="wB97M-V/def2-TZVPD" charge=+3 lumo_energy_ev="-10.6112 / -10.5942" de_lowest_kj_mol=250.82 homo_energy_ev="-16.07 / -16.07" multiplicity=2 total_energy_ev=-178643.759
Ir -0.029 0.752 -0.591 -0.16
C 2.652 -1.094 -3.522 -1.17
C 1.839 -0.196 -2.849 -0.36
N 1.369 -0.470 -1.628 0.60
C 1.758 -1.613 -1.056 0.06
C 2.580 -2.496 -1.746 -0.32
N 3.006 -2.252 -2.979 -0.50
C 1.316 -1.795 0.332 0.57
C 1.651 -2.879 1.104 -0.95
C 1.353 -2.905 2.475 1.13
C 0.717 -1.768 2.972 -0.88
C 0.365 -0.727 2.137 0.33
N 0.620 -0.754 0.819 0.57
C -0.190 0.538 2.629 -0.24
C -0.681 0.749 3.911 -0.26
N -1.025 1.962 4.331 -0.52
C -0.882 2.972 3.480 -0.60
C -0.486 2.756 2.164 -0.40
N -0.161 1.537 1.753 0.06
C 1.745 -4.033 3.344 1.11
C 2.531 -5.074 2.861 -0.59
C 2.892 -6.105 3.718 -0.47
N 2.522 -6.145 4.999 -0.51
C 1.767 -5.150 5.466 -0.46
C 1.353 -4.084 4.679 -0.60
H 3.026 -0.876 -4.516 0.47
H 1.570 0.755 -3.275 0.63
H 2.907 -3.424 -1.293 0.51
H 2.164 -3.708 0.643 0.42
H 0.533 -1.663 4.031 0.38
H -0.823 -0.068 4.609 0.48
H -1.104 3.968 3.845 0.45
H -0.425 3.566 1.447 0.56
H 2.889 -5.113 1.840 0.32
H 3.502 -6.927 3.364 0.40
H 1.482 -5.206 6.510 0.40
H 0.727 -3.326 5.133 0.33
C -2.914 -2.261 0.042 -1.13
Se -1.592 -1.624 -1.228 0.63
C -2.765 -1.081 -2.667 -0.91
C -1.895 -0.519 -3.768 -0.87
Se -0.970 1.065 -3.135 0.53
C 0.154 1.299 -4.699 -1.18
H -3.662 -1.496 0.234 0.38
H -2.400 -2.536 0.959 0.34
H -3.385 -3.141 -0.391 0.42
H -3.485 -0.364 -2.273 0.44
H -3.309 -1.958 -3.015 0.54
H -2.500 -0.223 -4.626 0.55
H -1.140 -1.226 -4.110 0.49
H 0.631 0.367 -4.984 0.39
H 0.886 2.073 -4.482 0.39
H -0.508 1.632 -5.497 0.49
C -3.912 2.464 0.379 -1.08
C -3.765 3.781 -0.050 -0.74
C -2.560 4.193 -0.591 -1.00
C -1.518 3.288 -0.716 0.75
N -1.685 2.008 -0.313 0.76
C -2.846 1.608 0.239 -0.27
C -0.164 3.583 -1.215 1.05
C 0.261 4.846 -1.618 -0.66
C 1.585 5.051 -1.976 -1.02
C 2.498 4.005 -1.902 -0.88
C 2.083 2.731 -1.523 -0.71
C 0.749 2.513 -1.209 0.37
H -4.835 2.113 0.820 0.55
H -4.584 4.483 0.050 0.51
H -2.426 5.216 -0.915 0.57
H -2.890 0.582 0.578 0.41
H -0.432 5.679 -1.639 0.50
H 1.911 6.033 -2.294 0.47
H 3.541 4.176 -2.138 0.52
H 2.814 1.934 -1.467 0.58

---

(4)
75
Properties=species:S:1:pos:R:3:mulliken_charge:R:1 method="wB97M-V/def2-TZVPD" lumo_energy_ev="-0.7904 / -0.3253" homo_energy_ev="-7.19 / -7.17" multiplicity=2 total_energy_ev=-93290.544
Ru 1.576 -0.081 0.953 0.76
S 3.681 0.568 2.188 -0.38
C 3.711 2.300 2.325 0.98
C 4.956 2.929 2.434 -0.85
C 5.042 4.297 2.561 -0.48
C 3.891 5.073 2.603 -0.80
C 2.653 4.464 2.504 -0.41
C 2.558 3.090 2.346 0.08
S 0.934 2.343 2.134 -0.12
C 0.659 3.135 0.490 -0.98
C -0.289 2.392 -0.389 0.14
C -1.118 3.102 -1.256 -0.85
C -1.937 2.401 -2.122 -0.92
C -1.954 1.017 -2.049 -0.82
C -1.136 0.385 -1.115 0.01
C -1.222 -1.088 -0.892 -0.74
S 0.433 -1.894 -0.976 -0.19
C 0.191 -3.264 0.141 0.14
C -0.850 -4.151 -0.085 -0.27
C -1.030 -5.234 0.755 -0.91
C -0.152 -5.441 1.812 -0.57
C 0.893 -4.569 2.029 -0.65
C 1.094 -3.462 1.195 0.58
S 2.476 -2.445 1.473 -0.33
N -0.288 1.066 -0.351 1.51
H 5.842 2.313 2.421 0.45
H 6.012 4.762 2.653 0.36
H 3.963 6.143 2.727 0.38
H 1.750 5.052 2.554 0.43
H 1.645 3.171 0.020 0.40
H 0.297 4.149 0.665 0.54
H -1.104 4.181 -1.256 0.49
H -2.554 2.931 -2.834 0.43
H -2.615 0.439 -2.676 0.53
H -1.867 -1.557 -1.635 0.67
H -1.602 -1.271 0.116 0.15
H -1.518 -3.994 -0.919 0.39
H -1.847 -5.915 0.576 0.42
H -0.275 -6.292 2.464 0.38
H 1.580 -4.721 2.847 0.49
N 2.566 0.714 -1.006 -0.72
C 2.142 0.610 -2.080 0.48
N 1.681 0.585 -3.290 0.38
C 1.421 1.832 -3.976 -0.63
C 2.205 1.886 -5.294 -0.73
C 2.417 0.477 -5.864 -0.69
C 1.263 -0.435 -5.460 -0.86
C 1.310 -0.658 -3.948 -0.33
H 1.708 2.656 -3.321 0.36
H 0.342 1.920 -4.155 0.27
H 3.171 2.361 -5.130 0.31
H 1.643 2.504 -5.994 0.37
H 3.344 0.051 -5.477 0.32
H 2.503 0.525 -6.949 0.39
H 1.327 -1.398 -5.969 0.49
H 0.319 0.030 -5.749 0.34
H 2.061 -1.411 -3.691 0.47
H 0.337 -1.009 -3.583 0.01
O -1.410 1.108 2.125 -0.67
C -1.233 -0.082 2.400 0.70
O -0.149 -0.721 2.296 -0.77
C -2.402 -0.950 2.828 -0.25
C -2.270 -2.328 2.712 -0.15
C -3.323 -3.194 2.982 -1.13
C -4.503 -2.616 3.386 1.03
O -5.698 -3.220 3.683 -0.51
C -6.569 -2.182 4.076 -0.26
O -5.891 -0.948 4.008 -0.50
C -4.626 -1.236 3.556 0.96
C -3.596 -0.376 3.272 -0.96
H -1.319 -2.732 2.406 0.35
H -3.222 -4.262 2.882 0.49
H -6.906 -2.365 5.110 0.25
H -7.444 -2.156 3.401 0.24
H -3.678 0.692 3.382 0.54

---

(5)
73
Properties=species:S:1:pos:R:3:mulliken_charge:R:1 method="wB97M-V/def2-TZVPD" lumo_energy_ev=-0.5391 de_lowest_kj_mol=12.81 homo_energy_ev=-7.95 total_energy_ev=-206486.168
Pd -0.184 -0.309 -0.783 0.65
O 0.259 -1.898 1.215 -0.70
S 1.213 -0.910 1.729 1.45
O 1.260 -0.785 3.162 -0.67
O 1.110 0.371 0.980 -0.60
C 2.823 -1.466 1.203 0.24
C 3.796 -1.775 2.135 -0.39
C 5.077 -2.102 1.709 -0.61
C 5.384 -2.093 0.359 -0.81
C 4.408 -1.775 -0.575 -0.37
C 3.115 -1.474 -0.167 -0.06
P 1.848 -1.124 -1.440 0.45
C 1.702 -2.710 -2.311 0.75
C 2.704 -3.222 -3.136 0.03
C 2.562 -4.474 -3.713 -0.85
C 1.427 -5.233 -3.455 -0.54
C 0.439 -4.740 -2.618 -0.75
C 0.573 -3.482 -2.048 -0.62
C 2.661 0.094 -2.506 0.74
C 3.124 1.244 -1.864 -0.79
C 3.682 2.272 -2.603 -0.69
C 3.775 2.165 -3.985 -0.60
C 3.297 1.034 -4.627 -0.77
C 2.733 -0.001 -3.892 -0.27
H 3.538 -1.740 3.184 0.56
H 5.840 -2.347 2.437 0.40
H 6.388 -2.325 0.028 0.42
H 4.667 -1.746 -1.626 0.22
H 3.598 -2.646 -3.335 0.32
H 3.339 -4.860 -4.360 0.42
H 1.319 -6.211 -3.905 0.39
H -0.442 -5.331 -2.406 0.43
H -0.195 -3.100 -1.386 0.45
H 3.032 1.332 -0.787 0.37
H 4.037 3.162 -2.100 0.47
H 4.213 2.970 -4.562 0.41
H 3.354 0.955 -5.705 0.43
H 2.330 -0.864 -4.403 0.47
Se -0.761 -0.492 -3.135 -0.30
P -1.906 1.240 -2.465 1.13
Se -2.539 0.639 -0.516 -0.52
C -0.779 2.657 -2.379 0.62
C -0.338 3.248 -3.563 -0.43
C 0.583 4.280 -3.517 -0.69
C 1.069 4.722 -2.292 -0.48
C 0.639 4.128 -1.116 -0.68
C -0.287 3.092 -1.154 -0.48
C -3.145 1.723 -3.687 0.55
C -3.710 2.996 -3.614 -0.33
C -4.690 3.367 -4.519 -0.66
C -5.105 2.473 -5.498 -0.41
C -4.547 1.206 -5.569 -0.68
C -3.570 0.826 -4.660 -0.43
H -0.714 2.900 -4.518 0.44
H 0.925 4.738 -4.436 0.42
H 1.789 5.530 -2.257 0.43
H 1.020 4.466 -0.161 0.42
H -0.622 2.627 -0.235 0.32
H -3.378 3.694 -2.855 0.42
H -5.128 4.355 -4.463 0.39
H -5.869 2.766 -6.207 0.38
H -4.874 0.509 -6.330 0.40
H -3.140 -0.167 -4.700 0.26
C -1.114 0.965 4.782 -1.33
C -1.533 0.451 3.429 0.92
C -2.207 -0.902 3.382 -0.93
O -1.328 1.082 2.417 -0.51
H -1.909 0.830 5.517 0.40
H -0.823 2.010 4.715 0.32
H -0.255 0.370 5.102 0.26
H -3.266 -0.752 3.162 0.37
H -1.771 -1.488 2.576 0.13
H -2.115 -1.442 4.324 0.32

---

(6)
74
Properties=species:S:1:pos:R:3:mulliken_charge:R:1 method="wB97M-V/def2-TZVPD" charge=+2 lumo_energy_ev="-6.4905 / -8.0577" homo_energy_ev="-13.49 / -14.06" multiplicity=4 total_energy_ev=-135346.861
Mo -0.258 0.571 0.092 -0.43
O 0.194 -1.502 0.317 -0.20
N 1.328 -1.871 0.926 0.20
C 1.383 -3.096 1.489 -0.12
C 2.552 -3.544 2.036 -0.84
C 3.678 -2.720 2.004 -0.25
C 3.587 -1.466 1.445 -0.81
C 2.376 -1.034 0.910 0.81
S 2.135 0.524 0.206 -0.37
H 0.467 -3.662 1.454 0.40
H 2.581 -4.524 2.490 0.45
H 4.617 -3.062 2.419 0.42
H 4.429 -0.790 1.417 0.49
O -1.156 6.039 0.774 -0.47
C -0.740 4.864 0.313 1.05
C 0.059 4.742 -0.851 -0.59
C 0.460 3.508 -1.285 -0.68
N 0.069 2.457 -0.546 -0.25
C -0.678 2.553 0.515 1.05
Br -1.226 0.114 2.393 -0.21
C -1.139 3.733 1.028 -0.61
H -0.830 6.781 0.247 0.32
H 0.350 5.623 -1.411 0.38
H 1.055 3.342 -2.170 0.52
H -1.758 3.818 1.909 0.55
C -6.441 -6.495 3.224 -1.57
C -5.606 -5.444 2.549 0.56
C -4.571 -4.809 3.227 -0.81
C -3.789 -3.823 2.633 0.69
C -2.712 -3.145 3.446 -1.18
C -4.080 -3.557 1.297 0.50
Te -2.785 -2.154 0.155 0.51
N -1.749 -0.388 -0.714 -0.29
C -2.139 0.432 -1.762 1.24
O -1.206 0.954 -2.380 -0.62
C -3.556 0.724 -2.057 -0.01
C -4.557 0.588 -1.094 -0.22
C -5.874 0.875 -1.419 -1.10
C -6.192 1.299 -2.702 -0.41
C -5.193 1.461 -3.657 -0.75
C -3.875 1.181 -3.334 -0.42
C -2.004 -3.627 -1.088 1.46
C -1.588 -4.768 -0.396 -0.92
C -0.930 -5.776 -1.073 -0.83
C -0.699 -5.634 -2.438 -0.73
C -1.155 -4.514 -3.115 -0.60
C -1.824 -3.479 -2.462 0.53
C -2.358 -2.322 -3.268 -1.40
C -5.143 -4.101 0.571 0.85
C -5.506 -3.734 -0.851 -1.73
C -5.873 -5.079 1.230 -0.67
H -6.107 -6.681 4.243 0.37
H -6.396 -7.434 2.670 0.37
H -7.488 -6.189 3.256 0.37
H -4.362 -5.076 4.257 0.39
H -2.280 -3.842 4.162 0.46
H -3.126 -2.308 4.012 0.35
H -1.903 -2.745 2.835 -0.15
H -4.310 0.334 -0.071 0.81
H -6.647 0.789 -0.666 0.50
H -7.221 1.517 -2.957 0.44
H -5.441 1.809 -4.650 0.45
H -3.085 1.298 -4.065 0.49
H -1.817 -4.884 0.659 0.51
H -0.614 -6.668 -0.549 0.49
H -0.183 -6.415 -2.983 0.42
H -1.007 -4.438 -4.187 0.50
H -2.862 -2.695 -4.160 0.60
H -1.552 -1.667 -3.604 0.40
H -3.085 -1.726 -2.716 -0.18
H -5.084 -2.781 -1.173 0.08
H -6.587 -3.644 -0.949 0.56
H -5.170 -4.504 -1.549 0.35
H -6.690 -5.556 0.696 0.52

---

Repeat the first record exactly.
72
Properties=species:S:1:pos:R:3:mulliken_charge:R:1 method="wB97M-V/def2-TZVPD" charge=+4 lumo_energy_ev=-13.6910 de_lowest_kj_mol=0.00 homo_energy_ev=-18.28 total_energy_ev=-80572.723
Pb -1.244 1.402 0.847 1.04
Cl -0.679 -1.173 -1.567 -0.07
C 0.474 -2.329 -2.200 0.51
C -0.042 -3.459 -2.796 -0.57
C 0.820 -4.420 -3.323 -0.53
C 2.198 -4.268 -3.249 -0.88
C 2.733 -3.148 -2.644 -0.45
C 1.868 -2.149 -2.148 0.37
P 2.683 -0.693 -1.634 0.73
C 2.789 0.584 -2.744 1.05
C 2.173 0.462 -4.026 -0.49
C 2.428 1.419 -4.972 -0.76
C 3.224 2.528 -4.647 -0.37
C 3.796 2.682 -3.376 -0.77
C 3.564 1.737 -2.411 -0.60
C 4.064 -0.976 -0.657 0.57
C 5.356 -0.591 -1.118 -0.29
C 6.458 -0.987 -0.398 -0.79
C 6.300 -1.695 0.796 -0.38
C 5.032 -2.051 1.271 -0.67
C 3.914 -1.698 0.557 -0.49
H -1.113 -3.599 -2.853 0.52
H 0.401 -5.301 -3.793 0.45
H 2.857 -5.015 -3.671 0.47
H 3.806 -3.020 -2.588 0.49
H 1.559 -0.397 -4.264 0.47
H 2.017 1.321 -5.967 0.46
H 3.380 3.299 -5.392 0.46
H 4.403 3.550 -3.158 0.48
H 3.973 1.856 -1.415 0.61
H 5.480 -0.069 -2.056 0.51
H 7.449 -0.756 -0.767 0.47
H 7.178 -1.968 1.370 0.45
H 4.937 -2.586 2.205 0.45
H 2.926 -1.945 0.929 0.55
C -1.078 -3.430 3.455 -0.81
N -2.118 -2.950 2.537 0.15
C -3.077 -3.759 1.949 -0.55
C -3.874 -2.966 1.223 -0.57
N -3.404 -1.654 1.371 0.40
C -2.302 -1.678 2.171 0.25
S -1.251 -0.426 2.723 -0.38
C -4.155 -0.554 0.846 0.22
C -5.534 -0.675 0.811 -0.59
C -6.273 0.284 0.134 -0.63
C -5.609 1.337 -0.477 -0.67
C -4.246 1.430 -0.299 -0.47
N -3.517 0.510 0.359 0.06
H -1.370 -4.413 3.813 0.34
H -0.991 -2.755 4.301 0.37
H -0.124 -3.504 2.938 0.28
H -3.107 -4.824 2.103 0.49
H -4.720 -3.212 0.606 0.60
H -6.026 -1.494 1.316 0.65
H -7.351 0.200 0.084 0.49
H -6.135 2.078 -1.062 0.48
H -3.699 2.278 -0.700 0.48
O 0.524 2.604 2.350 -0.45
C 0.157 3.994 2.297 -0.81
C -1.314 4.195 2.566 1.01
C -1.765 5.335 3.202 -0.96
C -3.125 5.493 3.431 -0.30
C -3.995 4.492 3.027 -1.03
C -3.477 3.393 2.376 0.15
N -2.163 3.243 2.136 0.02
H 0.535 2.337 3.280 0.31
H 0.408 4.341 1.293 0.26
H 0.754 4.570 3.001 0.47
H -1.060 6.088 3.526 0.43
H -3.496 6.381 3.925 0.46
H -5.057 4.560 3.212 0.46
H -4.128 2.601 2.030 0.45